Version P
61
Properties=species:S:1:pos:R:3 method="wB97M-V/def2-TZVPD" gap_ev=7.12 spin_multiplicity=1 homo_energy_ev=-7.81 total_charge=0
C -5.43721 -1.16962 0.40916
C -5.05306 0.25721 0.03081
C -6.00575 1.23605 -0.40559
C -5.78174 2.46186 -0.65826
C -4.53304 2.72978 -0.61227
N -3.64187 1.96057 0.00196
C -3.95307 0.59825 0.37464
N -2.97340 -0.11072 0.47670
C -1.74014 0.31151 0.67770
N -0.73530 -0.68418 1.16729
C 0.52786 -0.12938 1.41688
N 1.35185 -1.10764 1.60645
H 1.17660 -2.35216 1.61763
C 0.97886 1.15640 1.27741
C 0.03417 1.96039 0.68498
C -1.37030 1.58124 0.68426
C -2.22002 2.41843 0.17020
O -2.10220 3.70061 -0.03492
H 0.45113 3.11014 0.60255
C 2.32058 1.63416 1.57533
O 2.58769 2.73109 1.07096
N 3.09414 0.82454 2.19139
C 4.62181 1.10308 2.08543
H 4.69357 2.11839 2.09181
H 5.05768 0.83472 2.73842
C 5.40085 0.28094 0.84945
C 4.66204 0.46708 -0.42876
C 3.59708 0.09271 -0.92620
C 2.79567 0.30753 -1.91152
C 3.30996 1.44245 -2.62952
C 4.37840 2.31181 -2.29653
C 5.01668 1.76478 -1.24163
H 5.92066 2.40429 -0.73464
H 4.65938 2.96468 -2.79157
H 2.70353 1.74284 -3.57393
H 2.06277 -0.01808 -2.33569
H 3.26801 -0.94681 -0.53198
H 5.22904 -0.79938 1.27983
H 6.35625 0.57299 0.86561
H 2.76701 -0.10706 2.20175
C -1.18369 -2.05167 1.62254
H -2.47292 -1.80638 1.89011
H -0.86835 -2.39294 2.39332
C -1.11872 -3.15274 0.36282
C -1.51155 -2.43591 -1.14367
H -2.26990 -2.80759 -1.37023
C -0.27039 -3.28799 -1.89989
H 0.00291 -2.77510 -2.81453
C 0.85729 -3.13535 -1.08470
H 1.41645 -3.95382 -1.14932
O 0.29385 -3.44625 0.24292
H 1.37954 -2.21914 -1.01394
H -0.47930 -4.12910 -2.30177
H -1.21631 -1.49887 -1.02032
H -1.58702 -3.93923 0.71456
H -4.17240 4.01400 -0.41695
H -6.61586 3.12803 -1.02589
H -7.26311 0.81846 -0.45936
H -6.48762 -1.32289 0.10185
H -4.66441 -1.81377 0.04581
H -5.24468 -1.44725 1.29102


Version Q
61
Properties=species:S:1:pos:R:3 method="wB97M-V/def2-TZVPD" gap_ev=7.59 spin_multiplicity=1 homo_energy_ev=-8.05 smiles="[H]/N=c1/c(C(=O)NCc2ccc(C)cc2)cc2c(=O)n3cccc(C)c3nc2n1C[C@H]1CCCO1" total_charge=0
H 1.08741 1.57721 -1.80214
N 1.49397 0.88538 -1.18690
C 1.01662 0.78549 -0.00690
C 1.55961 -0.19682 0.91707
C 2.58346 -1.22599 0.53109
O 2.82906 -2.16220 1.27501
N 3.20250 -1.02651 -0.64304
C 4.10856 -1.99397 -1.20789
C 3.58818 -2.58328 -2.49325
C 4.45931 -2.92848 -3.51782
C 3.98350 -3.48181 -4.69178
C 2.62391 -3.69881 -4.87771
C 2.11587 -4.31583 -6.14595
C 1.75502 -3.35046 -3.85211
C 2.22916 -2.80232 -2.67476
C 1.11302 -0.25601 2.19920
C 0.12216 0.63098 2.67741
C -0.32113 0.59079 4.03787
O 0.08810 -0.12756 4.92420
N -1.38236 1.52166 4.33033
C -1.88709 1.52736 5.59465
C -2.89983 2.35712 5.94279
C -3.44805 3.22496 4.97376
C -2.95279 3.24273 3.70268
C -3.48772 4.11441 2.61815
C -1.87285 2.36953 3.36391
N -1.40845 2.39887 2.14065
C -0.44918 1.53987 1.77924
N -0.04453 1.57175 0.47955
C -0.78555 2.44942 -0.40710
C -2.04408 1.79634 -1.02848
C -1.83755 0.37617 -1.57337
C -2.26532 -0.50412 -0.39979
C -3.34163 0.35131 0.27124
O -3.08707 1.70366 -0.07304
H 2.84106 -0.26872 -1.22201
H 4.23137 -2.78371 -0.45645
H 5.08518 -1.52740 -1.38211
H 5.52056 -2.76441 -3.39414
H 4.67644 -3.74600 -5.47829
H 1.06802 -4.07238 -6.30506
H 2.20754 -5.40140 -6.09485
H 2.69263 -3.97203 -7.00207
H 0.69324 -3.51258 -3.97583
H 1.53916 -2.54263 -1.88506
H 1.52037 -0.99947 2.86867
H -1.41525 0.82406 6.26530
H -3.28580 2.34681 6.94823
H -4.26763 3.87295 5.24506
H -3.64565 3.51912 1.72049
H -4.41570 4.58904 2.92335
H -2.75861 4.88413 2.36971
H -0.13464 2.81202 -1.20437
H -1.12490 3.29950 0.18694
H -2.38717 2.48392 -1.81387
H -2.50308 0.21530 -2.42256
H -0.81600 0.18677 -1.89140
H -1.43076 -0.68242 0.27852
H -2.65560 -1.46688 -0.72166
H -4.34208 0.08634 -0.09537
H -3.33694 0.25922 1.36206


According to the calculations, the structures order from most to least stable as version Q, version P.


Version P
15
Properties=species:S:1:pos:R:3 method="wB97M-V/def2-TZVPD" gap_ev=9.42 spin_multiplicity=1 homo_energy_ev=-8.64 smiles="C=NS/C(=N/N)OC" total_charge=0
C 2.06627 -0.71582 1.13468
N 2.36424 -0.77484 -0.09891
S 1.15432 -0.87185 -1.35253
C -0.35891 -0.48175 -0.54350
N -1.14994 -1.44071 -0.42758
N -2.33225 -1.16377 0.19713
O -0.70127 0.69421 0.00352
C 0.04496 1.84502 -0.48168
H 1.11565 -0.56431 1.58493
H 2.93653 -0.72531 1.77567
H -2.73874 -0.27114 -0.06883
H -2.97074 -1.92620 0.06798
H -0.28235 2.64156 0.19007
H 1.14306 1.72848 -0.46526
H -0.29083 2.02645 -1.51569


Version Q
15
Properties=species:S:1:pos:R:3 method="wB97M-V/def2-TZVPD" gap_ev=9.22 spin_multiplicity=1 homo_energy_ev=-9.17 total_charge=0
H 0.63060 -2.23519 0.57389
N -0.10612 -1.85530 -0.01760
C -0.48164 -0.64407 -0.18048
C -1.46983 -0.45536 -1.30000
N -1.34020 0.01353 -2.43340
S 0.01267 0.60811 -2.96135
N -0.24918 0.37889 0.82696
C 0.82526 0.26275 1.95975
O -0.30980 1.68087 0.10434
H -2.51594 -0.66713 -0.83386
H 1.28333 0.48485 -1.86529
H 1.79908 0.59740 1.50624
H 0.86649 0.97140 2.88668
H 0.62690 -0.83111 2.17801
H 0.42837 1.69035 -0.44390


According to the calculations, the structures order from most to least stable as version P, version Q.


Version P
77
Properties=species:S:1:pos:R:3 method="wB97M-V/def2-TZVPD" gap_ev="6.58 / 7.15" spin_multiplicity=2 homo_energy_ev="-4.75 / -4.65" total_charge=-1
Ru 0.35193 0.43835 -1.61662
S 1.24591 2.87584 0.36062
P 0.07129 1.50792 1.13049
C 0.22724 -0.08964 0.43647
P 1.78659 -0.84708 0.57500
S 2.90480 -0.27843 -0.94624
C 1.50170 -2.65093 0.69046
C 0.28097 -3.16484 1.10892
C 0.11401 -4.53934 1.24923
C 1.16629 -5.40254 0.97210
C 2.38842 -4.88929 0.55174
C 2.55189 -3.51948 0.41128
C 2.57506 -0.57187 2.19738
C 2.31393 -1.36533 3.31237
C 2.88520 -1.05743 4.53970
C 3.72272 0.04288 4.66115
C 3.99928 0.82885 3.55176
C 3.42549 0.52629 2.32566
C 0.19904 1.53072 2.97188
C -0.50325 0.58250 3.71881
C -0.52558 0.64746 5.10329
C 0.15076 1.67043 5.75956
C 0.85245 2.61388 5.02393
C 0.88242 2.53919 3.63430
C -1.70846 1.91604 1.03771
C -2.10303 3.22750 1.27638
C -3.44897 3.56216 1.29259
C -4.41110 2.58320 1.07910
C -4.02107 1.27163 0.84453
C -2.67265 0.93914 0.82183
H -0.53881 -2.48031 1.29429
H -0.84147 -4.93485 1.57247
H 1.03267 -6.47308 1.07152
H 3.21183 -5.55830 0.33081
H 3.49449 -3.11231 0.06207
H 1.67195 -2.23238 3.22607
H 2.67460 -1.67790 5.40232
H 4.15238 0.29271 5.62387
H 4.65233 1.68827 3.64283
H 3.62968 1.13575 1.45394
H -1.04950 -0.20098 3.20308
H -1.07418 -0.09395 5.67191
H 0.13581 1.72490 6.84182
H 1.38415 3.41048 5.53143
H 1.42655 3.26919 3.04542
H -1.34573 3.99010 1.41973
H -3.74745 4.58928 1.46301
H -5.46252 2.84545 1.08226
H -4.76817 0.50777 0.66368
H -2.35282 -0.07402 0.60847
O -1.68697 3.91973 -2.37978
S -1.12679 2.63514 -2.66840
O 0.34032 2.51097 -2.53945
O -1.70148 1.50700 -1.90524
C -1.41523 2.37850 -4.42588
C -2.13488 3.37224 -5.07454
C -2.29474 3.34497 -6.45380
C -1.71839 2.33287 -7.19731
C -1.00939 1.32201 -6.56317
C -0.85654 1.32913 -5.18449
S -0.06784 -0.10878 -4.47464
O 1.18776 0.30196 -3.83170
O 0.07799 -1.05049 -5.55496
O -1.01573 -0.52453 -3.42599
H -2.54680 4.17336 -4.47719
H -2.86570 4.12481 -6.94317
H -1.82468 2.31853 -8.27509
H -0.58117 0.50070 -7.12008
C 0.64518 -4.28289 -2.76710
C -0.00254 -3.02036 -2.26416
N -1.35880 -3.00778 -2.23471
O 0.67652 -2.09044 -1.85412
H 0.31170 -5.13565 -2.17235
H 1.72317 -4.18005 -2.68751
H 0.37109 -4.44914 -3.81129
H -1.84355 -3.67976 -2.80504
H -1.77160 -2.08560 -2.19519


Version Q
77
Properties=species:S:1:pos:R:3 method="wB97M-V/def2-TZVPD" gap_ev="6.89 / 7.24" spin_multiplicity=2 homo_energy_ev="-4.45 / -4.80" total_charge=-1
Ru -1.87319 0.20299 -0.25641
S -1.35950 -0.44104 -2.42506
P 0.48741 -0.51023 -1.63103
C 0.04277 -0.24315 -0.01473
P 0.59604 -0.52127 1.59228
S -0.88403 -0.78947 2.86743
C 1.67757 0.84890 2.12351
C 2.69029 0.68965 3.06460
C 3.45309 1.77866 3.46113
C 3.20387 3.03563 2.92466
C 2.19293 3.20038 1.98754
C 1.43861 2.10955 1.58268
C 1.75818 -1.94468 1.62327
C 1.41919 -3.10399 2.30846
C 2.25735 -4.21297 2.28168
C 3.44784 -4.16990 1.57262
C 3.80580 -3.00818 0.89949
C 2.96726 -1.90640 0.93159
C 1.41248 -2.04874 -1.93811
C 2.57880 -2.14453 -2.68621
C 3.21347 -3.37325 -2.83143
C 2.68146 -4.50596 -2.23550
C 1.50414 -4.41813 -1.50026
C 0.87248 -3.19635 -1.35710
C 1.55891 0.79497 -2.32618
C 1.13113 1.55708 -3.40593
C 1.91124 2.60553 -3.87828
C 3.11820 2.90638 -3.26767
C 3.54420 2.16078 -2.17474
C 2.76656 1.11473 -1.70745
H 2.88359 -0.28608 3.49529
H 4.24111 1.64539 4.19260
H 3.79774 3.88581 3.23828
H 1.98348 4.17582 1.56713
H 0.66113 2.23243 0.83977
H 0.49124 -3.11797 2.86926
H 1.97915 -5.11015 2.82177
H 4.09889 -5.03538 1.54698
H 4.73441 -2.96212 0.34418
H 3.26626 -1.00293 0.41768
H 3.00224 -1.26292 -3.15092
H 4.12628 -3.44098 -3.41054
H 3.18243 -5.46044 -2.34288
H 1.08551 -5.30034 -1.03181
H -0.04531 -3.10269 -0.78640
H 0.17030 1.34086 -3.85587
H 1.56181 3.19756 -4.71471
H 3.71976 3.73172 -3.62797
H 4.47324 2.40497 -1.67497
H 3.09450 0.56648 -0.83420
O -6.27357 0.45742 -0.78545
S -4.91396 0.86625 -0.53480
O -3.98345 0.70981 -1.64500
O -4.32744 0.31165 0.69035
C -4.95216 2.64798 -0.26146
C -6.20001 3.23613 -0.39716
C -6.37625 4.60774 -0.27690
C -5.28353 5.41146 -0.02129
C -4.02811 4.83617 0.12260
C -3.83806 3.46449 0.01343
S -2.13247 2.95099 0.35248
O -1.40642 4.17435 0.56041
O -2.16792 2.02833 1.47729
O -1.63092 2.15816 -0.82677
H -7.03926 2.58872 -0.60934
H -7.36507 5.03463 -0.38919
H -5.39213 6.48459 0.07239
H -3.16963 5.45600 0.33372
C -2.21217 -3.89460 1.09122
C -2.81288 -2.54265 0.83674
N -3.85056 -2.16189 1.56610
O -2.34356 -1.85576 -0.09064
H -2.77854 -4.48116 1.81307
H -1.19908 -3.73730 1.46422
H -2.15484 -4.43133 0.14471
H -4.08076 -2.67046 2.39976
H -4.20955 -1.21578 1.41198


According to the calculations, the structures order from most to least stable as version Q, version P.